Record 1
Density functional theory data (the ωB97M-V functional and the def2-TZVPD basis) for a gas-phase ion, C8H10NOS (charge +1) at a distorted geometry.

Values from the calculation:
- SMILES = C[C@]12C=CC(=O)[C@]13SCC[N@@H+]32
- ΔE to the lowest compared entry with this formula, charge and spin (kcal/mol) = 0.0
- total energy (a.u.) = -838.72411
- max |F| (eV/Å) = 1.02

The geometry in ORCA input format:
```
! RIJCOSX wB97M-V def2-TZVPD def2/J DEFGRID3
* xyz 1 1
C -0.696 0.824 -1.469
C 0.434 0.757 -0.496
C 1.267 1.967 -0.215
C 2.520 1.641 0.115
C 2.724 0.173 0.119
O 3.690 -0.470 0.378
C 1.339 -0.404 -0.260
S 1.063 -2.044 -0.936
C -0.024 -2.455 0.489
C -0.708 -1.153 0.876
N 0.303 -0.091 0.739
H -0.947 -0.159 -1.861
H -0.388 1.446 -2.308
H -1.576 1.283 -1.019
H 0.866 2.960 -0.312
H 3.326 2.316 0.339
H 0.597 -2.852 1.292
H -0.728 -3.218 0.167
H -1.543 -0.937 0.206
H -1.076 -1.182 1.902
H 0.605 0.330 1.618
*
```

These are the natural (NBO) partial charges, in e, on atoms 1 to 4: atom 1 (C): -0.65, atom 2 (C): 0.11, atom 3 (C): -0.14, atom 4 (C): -0.25

Record 2
Density functional theory data (the ωB97M-V functional and the def2-TZVPD basis) for 5 unconnected molecules or ions with the total composition H10O4S2 at a distorted geometry.

Values from the calculation:
- SMILES = SS.O.O.O.O
- ΔE to the lowest compared entry with this formula, charge and spin (kcal/mol) = 13.9
- total energy (a.u.) = -1103.30822
- max |F| (eV/Å) = 1.31

The geometry in ORCA input format:
```
! RIJCOSX wB97M-V def2-TZVPD def2/J DEFGRID3
* xyz 0 1
S 2.889 -0.938 0.918
S 4.382 -1.713 -0.174
H 1.755 -1.365 0.348
H 4.601 -2.851 0.505
O -3.959 0.040 -3.318
H -4.570 0.747 -3.065
H -4.213 -0.209 -4.218
O 0.083 0.362 1.467
H 0.006 0.678 0.554
H -0.278 0.987 2.104
O 1.261 1.947 3.918
H 1.723 1.415 4.575
H 1.402 1.438 3.103
O -1.388 0.052 -2.064
H -1.344 -0.647 -2.726
H -2.349 0.056 -1.925
*
```

These are the natural (NBO) partial charges, in e, on atoms 1 to 4: atom 1 (S): -0.13, atom 2 (S): -0.12, atom 3 (H): 0.13, atom 4 (H): 0.12

Record 3
Density functional theory data (the ωB97M-V functional and the def2-TZVPD basis) for a molecular structure, C7H14N2P2 at a distorted geometry.

Values from the calculation:
- total energy (a.u.) = -1067.24307
- max |F| (eV/Å) = 4.22

The geometry in ORCA input format:
```
! RIJCOSX wB97M-V def2-TZVPD def2/J DEFGRID3
* xyz 0 1
C 0.705 2.768 0.256
C 1.577 1.738 0.117
C -0.474 0.991 0.352
C -2.116 -0.849 -1.428
C -3.589 0.544 0.592
C 1.608 -1.934 1.277
C 2.902 -0.931 -0.792
N -0.550 2.329 0.417
N 0.829 0.584 0.230
P -2.124 -0.659 0.336
P 1.079 -1.090 -0.227
H 0.873 3.864 0.522
H 2.558 1.862 -0.124
H -3.056 -1.428 -1.696
H -1.136 -1.308 -1.772
H -2.369 0.114 -1.934
H -4.560 -0.078 0.497
H -3.409 1.267 -0.105
H -3.740 0.983 1.535
H 0.681 -2.007 1.920
H 2.358 -1.225 1.805
H 2.226 -2.802 1.025
H 3.070 -0.227 -1.690
H 3.312 -1.952 -1.193
H 3.344 -0.555 0.081
*
```

These are the natural (NBO) partial charges, in e, on atoms 1 to 4: atom 1 (C): -0.08, atom 2 (C): -0.14, atom 3 (C): 0.21, atom 4 (C): -1.03

Record 4
Density functional theory data (the ωB97M-V functional and the def2-TZVPD basis) for 2 unconnected molecules or ions with the total composition CHN2O2P at a distorted geometry.

Values from the calculation:
- ΔE to the lowest compared entry with this formula, charge and spin (kcal/mol) = 43.7
- total energy (a.u.) = -639.83745
- max |F| (eV/Å) = 2.47

The geometry in ORCA input format:
```
! RIJCOSX wB97M-V def2-TZVPD def2/J DEFGRID3
* xyz 0 3
C -0.855 1.256 -0.115
N -0.906 2.303 -0.645
N 1.186 -0.778 -0.017
O 1.904 0.012 0.537
O 1.332 -1.625 -0.856
P -1.006 -0.114 1.010
H -1.655 -1.055 0.084
*
```

These are the natural (NBO) partial charges, in e, on atoms 1 to 4: atom 1 (C): -0.14, atom 2 (N): -0.26, atom 3 (N): 0.48, atom 4 (O): -0.23

Record 5
Density functional theory data (the ωB97M-V functional and the def2-TZVPD basis) for a gas-phase ion, C4H4NS (charge +1) at a distorted geometry.

Values from the calculation:
- ΔE to the lowest compared entry with this formula, charge and spin (kcal/mol) = 47.9
- total energy (a.u.) = -607.36920
- max |F| (eV/Å) = 4.72

The geometry in ORCA input format:
```
! RIJCOSX wB97M-V def2-TZVPD def2/J DEFGRID3
* xyz 1 1
C -0.531 -1.719 -0.001
C -0.526 0.873 -0.543
C 0.209 -0.431 -0.164
C 0.858 0.338 0.980
N -0.850 -2.760 0.277
S 0.136 1.857 0.820
H -0.237 1.239 -1.506
H -1.556 0.914 -0.405
H 0.789 -0.582 -1.116
H 1.708 0.271 1.658
*
```

These are the natural (NBO) partial charges, in e, on atoms 1 to 4: atom 1 (C): 0.23, atom 2 (C): -0.47, atom 3 (C): -0.40, atom 4 (C): -0.06

Record 6
Density functional theory data (the ωB97M-V functional and the def2-TZVPD basis) for 4 unconnected molecules or ions with the total composition C5H8 at a distorted geometry.

Values from the calculation:
- ΔE to the lowest compared entry with this formula, charge and spin (kcal/mol) = 148.5
- total energy (a.u.) = -195.05539
- max |F| (eV/Å) = 4.95

The geometry in ORCA input format:
```
! RIJCOSX wB97M-V def2-TZVPD def2/J DEFGRID3
* xyz 0 1
C 2.204 0.685 -0.008
C 1.407 -0.651 0.049
C -0.034 -0.409 -0.060
C -1.205 -0.171 -0.065
C -2.622 0.272 0.022
H 3.236 0.406 0.188
H 1.785 1.338 0.776
H 2.131 1.193 -0.991
H 1.738 -1.360 -0.756
H 1.593 -1.134 1.003
H -3.412 -1.050 -0.044
H -2.867 1.082 1.379
H -2.703 1.170 -1.186
*
```

These are the natural (NBO) partial charges, in e, on atoms 1 to 4: atom 1 (C): -0.59, atom 2 (C): -0.46, atom 3 (C): 0.00, atom 4 (C): -0.11